Entry 1:
ORCA calculation (ωB97M-V/def2-TZVPD) on C21H32CoGe as an isolated structure.

Output
**Spin multiplicity**: 4
**Gap between HOMO and LUMO (alpha / beta)**: 7.589 / 7.625 eV
**LUMO (alpha / beta)**: 0.57 / -0.07 eV
**Charge**: 0
**Highest occupied orbital energy (alpha / beta)**: -7.02 / -7.69 eV

Each line ends with the Mulliken spin population.
Positions of all 55 atoms, in Å:
Co1 0.15 0.56 0.53  2.69
C1 -0.13 -2.53 2.04  0.03
C2 -0.94 -1.75 3.07  -0.02
C3 -0.17 -1.60 4.37  0.00
C4 -1.40 -0.43 2.49  -0.01
C5 -2.58 -0.36 1.74  0.02
C6 -3.02 0.84 1.20  0.05
C7 -2.31 2.02 1.37  0.05
C8 -2.78 3.30 0.74  0.00
C9 -1.14 1.97 2.12  -0.03
C10 -0.68 0.76 2.66  0.06
H1 0.21 -3.49 2.46  0.00
H2 0.76 -1.97 1.75  0.00
H3 -0.70 -2.74 1.14  -0.01
H4 -1.85 -2.32 3.28  0.00
H5 0.82 -1.15 4.20  0.00
H6 0.00 -2.58 4.82  0.00
H7 -0.70 -0.98 5.10  0.00
H8 -3.16 -1.26 1.59  0.01
H9 -3.94 0.85 0.62  0.00
H10 -3.77 3.58 1.10  0.00
H11 -2.84 3.19 -0.34  0.00
H12 -2.10 4.13 0.95  0.00
H13 -0.57 2.88 2.29  -0.01
H14 0.20 0.77 3.29  -0.01
C11 2.14 0.79 0.95  0.08
C12 2.83 1.09 -0.34  0.03
C13 2.84 2.38 -0.86  0.01
C14 3.38 2.67 -2.11  -0.01
C15 3.93 1.65 -2.89  0.02
C16 3.94 0.36 -2.38  -0.01
C17 3.41 0.09 -1.12  0.00
H15 2.24 1.63 1.65  0.01
H16 2.55 -0.11 1.43  0.00
H17 2.41 3.19 -0.27  0.00
H18 3.37 3.68 -2.48  0.00
H19 4.34 1.87 -3.86  0.00
H20 4.38 -0.44 -2.96  0.00
H21 3.43 -0.93 -0.74  0.00
C18 0.78 -2.26 -1.91  0.02
Ge1 -0.73 -1.06 -2.26  -0.02
C19 -2.35 -1.97 -1.67  0.01
C20 -0.83 -0.88 -4.20  0.01
C21 -0.58 0.63 -1.34  0.08
H22 0.51 -3.29 -2.14  0.00
H23 1.10 -2.21 -0.87  -0.01
H24 1.62 -1.97 -2.54  0.00
H25 -2.50 -2.89 -2.23  0.00
H26 -3.22 -1.32 -1.83  0.00
H27 -2.31 -2.22 -0.61  0.00
H28 -0.98 -1.86 -4.66  0.00
H29 0.10 -0.45 -4.58  0.00
H30 -1.66 -0.22 -4.49  0.00
H31 -1.58 1.09 -1.35  -0.01
H32 0.09 1.29 -1.91  -0.02

---

Entry 2:
ORCA calculation (ωB97M-V/def2-TZVPD) on C3H2LuO as an isolated structure at a distorted geometry.

Output
**Gap between HOMO and LUMO (alpha / beta)**: 3.097 / 3.125 eV
**LUMO (alpha / beta)**: 2.24 / 2.24 eV
**ΔE to the lowest compared entry with this formula, charge and spin**: 76.2 kcal per mole
**Charge**: -1
**Highest occupied orbital energy (alpha / beta)**: -0.86 / -0.88 eV

Each line ends with the natural charge from an NBO analysis.
Positions of all 7 atoms, in Å:
H1 3.16 0.65 0.46  -0.27
C1 1.59 -0.61 0.45  -0.47
C2 0.30 -0.22 0.21  -0.33
C3 -0.87 0.25 0.14  0.28
O1 -2.01 0.71 0.18  -0.95
H2 1.91 -1.36 -0.30  0.14
Lu1 -4.09 0.58 -1.14  0.61

---

Entry 3:
ORCA calculation (ωB97M-V/def2-TZVPD) on an isolated ion of composition C8H10N2O4Si and charge -2 at a distorted geometry.

Output
**Gap between HOMO and LUMO**: 7.572 eV
**LUMO**: 5.81 eV
**ΔE to the lowest compared entry with this formula, charge and spin**: 11.9 kcal per mole
**Charge**: -2
**Highest occupied orbital energy**: -1.77 eV

Each line ends with the natural charge from an NBO analysis.
Positions of all 25 atoms, in Å:
C1 0.92 -1.78 0.61  0.29
C2 2.72 -0.60 0.12  0.05
C3 1.94 0.45 0.19  0.07
C4 4.28 -0.56 -0.29  0.79
C5 1.38 1.78 0.10  0.71
C6 -2.35 -1.28 0.13  -1.12
C7 -1.24 0.56 -1.80  -1.09
C8 -2.21 1.30 1.28  -1.09
N1 2.21 -1.85 0.36  -0.56
N2 0.26 -0.67 0.69  -0.90
O1 5.05 -0.51 0.66  -0.75
O2 0.09 1.83 0.13  -0.78
O3 4.47 -0.62 -1.50  -0.75
O4 2.09 2.78 0.02  -0.68
Si1 -1.08 0.26 0.11  1.84
H1 0.43 -2.74 0.81  0.15
H2 -2.40 -1.75 1.11  0.19
H3 -3.36 -0.97 -0.13  0.18
H4 -2.06 -2.05 -0.58  0.19
H5 -0.25 0.56 -2.24  0.23
H6 -1.83 -0.21 -2.30  0.19
H7 -1.69 1.52 -2.02  0.21
H8 -2.65 0.69 2.07  0.20
H9 -1.67 2.12 1.74  0.22
H10 -3.04 1.73 0.72  0.20

---

Entry 4:
ORCA calculation (ωB97M-V/def2-TZVPD) on a 2-piece molecular cluster, C4H11OP overall at a distorted geometry.

Output
**Gap between HOMO and LUMO**: 10.223 eV
**SMILES string**: CCPO.C=C
**LUMO**: 0.91 eV
**ΔE to the lowest compared entry with this formula, charge and spin**: 56.3 kcal per mole
**Charge**: 0
**Highest occupied orbital energy**: -9.31 eV

Each line ends with the natural charge from an NBO analysis.
Positions of all 17 atoms, in Å:
C1 4.61 0.13 -0.33  -0.36
C2 -3.57 -0.36 -0.26  -0.63
C3 3.84 -0.51 0.51  -0.40
C4 -2.53 0.56 0.35  -0.67
O1 0.04 0.95 0.21  -0.97
P1 -0.92 -0.43 0.34  0.84
H1 5.19 -0.47 -0.86  0.18
H2 0.91 0.74 0.55  0.48
H3 4.53 1.23 -0.41  0.19
H4 -4.31 0.33 -0.74  0.21
H5 -3.28 -1.01 -1.02  0.21
H6 -4.26 -0.88 0.40  0.21
H7 3.20 0.03 1.09  0.19
H8 4.04 -1.54 0.37  0.20
H9 -2.71 0.84 1.30  0.21
H10 -2.39 1.38 -0.31  0.22
H11 -1.05 -0.53 -0.98  -0.11

---

Entry 5:
ORCA calculation (ωB97M-V/def2-TZVPD) on a 2-piece molecular cluster, C7H14N4O overall at a distorted geometry.

Output
**Gap between HOMO and LUMO**: 7.751 eV
**SMILES string**: [H]/N=C\N(C)CC.C=N/N=C/C=O
**LUMO**: -0.78 eV
**ΔE to the lowest compared entry with this formula, charge and spin**: 88.6 kcal per mole
**Charge**: 0
**Highest occupied orbital energy**: -8.53 eV

Each line ends with the natural charge from an NBO analysis.
Positions of all 26 atoms, in Å:
C1 -1.90 2.43 0.50  -0.04
C2 -4.41 0.38 -0.14  -0.04
C3 -4.72 -1.05 -0.24  0.37
C4 0.29 -1.40 0.30  -0.62
C5 1.81 -1.54 0.17  -0.19
C6 3.99 -0.43 -0.16  -0.42
C7 2.01 0.93 -0.29  0.29
H1 -1.70 3.49 0.70  0.20
H2 -1.14 1.71 0.87  0.16
H3 -5.24 1.10 -0.05  0.18
H4 -5.82 -1.21 -0.27  0.11
H5 0.03 -0.68 1.07  0.21
H6 -0.13 -1.03 -0.65  0.22
H7 -0.19 -2.36 0.51  0.23
H8 2.02 -2.23 -0.66  0.18
H9 2.21 -2.05 1.07  0.19
H10 4.35 -0.10 -1.16  0.20
H11 4.55 0.18 0.57  0.20
H12 4.26 -1.49 -0.03  0.21
H13 0.93 0.94 -0.27  0.16
H14 3.62 1.86 -0.58  0.32
N1 -2.92 2.05 -0.13  -0.29
N2 -3.20 0.72 -0.23  -0.19
N3 2.56 -0.30 -0.03  -0.44
N4 2.62 2.02 -0.53  -0.73
O1 -3.89 -1.94 -0.34  -0.47

---

Entry 6:
ORCA calculation (ωB97M-V/def2-TZVPD) on the molecule C4H9O2P at a distorted geometry.

Output
**Gap between HOMO and LUMO (alpha / beta)**: 9.183 / 7.024 eV
**LUMO (alpha / beta)**: 0.31 / -0.06 eV
**ΔE to the lowest compared entry with this formula, charge and spin**: 171.7 kcal per mole
**Charge**: 0
**Highest occupied orbital energy (alpha / beta)**: -8.87 / -7.08 eV

Each line ends with the natural charge from an NBO analysis.
Positions of all 16 atoms, in Å:
C1 2.09 -0.13 -0.98  -0.30
C2 0.74 -0.03 -1.85  -0.13
C3 -0.69 0.79 -0.10  -0.15
C4 -0.83 0.22 1.20  -0.01
O1 -0.41 -0.20 -1.13  -0.53
O2 -1.68 0.79 2.14  -0.71
P1 -1.03 -1.54 1.36  0.30
H1 2.79 -1.02 -1.31  0.18
H2 2.01 0.22 -0.05  0.15
H3 0.66 0.92 -2.37  0.17
H4 0.80 -0.80 -2.63  0.20
H5 -1.59 1.38 -0.25  0.18
H6 0.17 1.38 -0.23  0.19
H7 -2.24 1.53 1.93  0.48
H8 -1.16 -1.52 2.86  0.00
H9 0.37 -1.99 1.40  -0.01

---

Entry 7:
ORCA calculation (ωB97M-V/def2-TZVPD) on a 2-piece molecular cluster, C5H8O2 overall at a distorted geometry.

Output
**Gap between HOMO and LUMO (alpha / beta)**: 9.100 / 8.979 eV
**LUMO (alpha / beta)**: -0.25 / -0.48 eV
**ΔE to the lowest compared entry with this formula, charge and spin**: 147.9 kcal per mole
**Charge**: 0
**Highest occupied orbital energy (alpha / beta)**: -9.35 / -9.46 eV

Each line ends with the natural charge from an NBO analysis.
Positions of all 15 atoms, in Å:
C1 1.06 0.26 0.81  -0.40
C2 -0.15 0.26 -0.16  0.16
C3 -0.13 0.48 -1.64  -0.43
C4 -0.90 1.42 -0.73  -0.42
O1 -1.06 -0.75 0.22  -0.52
C5 -0.42 -1.71 0.90  0.68
O2 0.55 -2.32 0.60  -0.55
H1 1.93 -0.23 0.42  0.20
H2 1.25 -1.27 2.23  0.08
H3 1.29 1.27 1.14  0.19
H4 0.80 0.82 -2.09  0.22
H5 -0.70 -0.23 -2.24  0.23
H6 -0.51 2.42 -0.55  0.22
H7 -1.98 1.34 -0.73  0.23
H8 -1.03 -1.76 1.81  0.12

---

Entry 8:
ORCA calculation (ωB97M-V/def2-TZVPD) on a 5-piece molecular cluster, C19H35N5O overall.

Output
**Gap between HOMO and LUMO**: 10.254 eV
**SMILES string**: CN(C)C=O.CCCC#N.CCCC#N.CCCC#N.CCCC#N
**LUMO**: 0.67 eV
**Charge**: 0
**Highest occupied orbital energy**: -9.58 eV

Each line ends with the natural charge from an NBO analysis.
Positions of all 60 atoms, in Å:
C1 1.58 4.00 1.63  0.54
O1 0.97 3.56 0.67  -0.65
N1 1.71 5.31 1.92  -0.43
C2 2.33 5.73 3.15  -0.40
C3 1.01 6.30 1.14  -0.42
H1 2.07 3.35 2.36  0.12
H2 2.93 4.93 3.57  0.22
H3 1.59 6.04 3.90  0.19
H4 3.01 6.57 2.98  0.20
H5 1.62 7.20 1.02  0.20
H6 0.80 5.91 0.15  0.24
H7 0.06 6.59 1.60  0.20
C4 4.83 -3.43 0.93  -0.61
C5 3.56 -2.80 1.50  -0.38
C6 3.47 -2.92 3.02  -0.51
C7 4.26 -1.90 3.73  0.30
N2 4.86 -1.11 4.29  -0.35
H8 4.88 -3.29 -0.15  0.21
H9 4.84 -4.51 1.11  0.20
H10 5.73 -2.99 1.36  0.21
H11 2.70 -3.31 1.07  0.20
H12 3.48 -1.76 1.18  0.22
H13 3.79 -3.91 3.35  0.24
H14 2.44 -2.76 3.36  0.26
C8 -3.40 -1.22 -4.83  -0.62
C9 -3.52 -0.37 -6.07  -0.38
C10 -3.72 1.11 -5.75  -0.51
C11 -2.77 1.63 -4.77  0.30
N3 -2.02 2.03 -4.00  -0.35
H15 -2.53 -0.95 -4.23  0.22
H16 -3.36 -2.29 -5.05  0.22
H17 -4.29 -1.10 -4.20  0.21
H18 -4.37 -0.68 -6.68  0.21
H19 -2.64 -0.48 -6.72  0.21
H20 -4.73 1.31 -5.38  0.25
H21 -3.62 1.72 -6.66  0.25
C12 -2.41 -1.87 2.76  -0.62
C13 -1.56 -3.04 2.36  -0.39
C14 -1.87 -3.61 0.96  -0.51
C15 -3.30 -3.86 0.76  0.29
N4 -4.42 -4.07 0.61  -0.35
H22 -2.14 -1.53 3.76  0.22
H23 -3.48 -2.10 2.77  0.21
H24 -2.26 -1.01 2.09  0.21
H25 -1.62 -3.86 3.08  0.20
H26 -0.51 -2.75 2.33  0.23
H27 -1.37 -4.57 0.82  0.25
H28 -1.54 -2.93 0.17  0.25
C16 -1.29 -0.22 -1.07  -0.61
C17 -0.38 0.99 -0.95  -0.38
C18 1.03 0.59 -0.48  -0.53
C19 1.05 -0.12 0.79  0.33
N5 1.07 -0.68 1.79  -0.40
H29 -1.48 -0.66 -0.08  0.20
H30 -0.87 -0.98 -1.73  0.20
H31 -2.27 0.08 -1.44  0.22
H32 -0.78 1.74 -0.27  0.23
H33 -0.29 1.46 -1.93  0.23
H34 1.63 1.50 -0.36  0.28
H35 1.53 0.01 -1.26  0.24